(1)
{"formula": "C44H60N4O6PSV", "method": "ωB97M-V/def2-TZVPD", "multiplicity": 4, "homo_energy_ev": [-3.38, -4.96], "homo_lumo_gap_ev": [5.16, 6.75], "charge": -1, "e_above_lowest_kj_mol": 39.1, "symbols": ["V", "S", "P", "O", "O", "O", "O", "O", "O", "N", "N", "N", "N", "C", "C", "C", "C", "C", "C", "C", "C", "C", "C", "C", "C", "C", "C", "C", "C", "C", "C", "C", "C", "C", "C", "C", "C", "C", "C", "C", "C", "C", "C", "C", "C", "C", "C", "C", "C", "C", "C", "C", "C", "C", "C", "C", "C", "H", "H", "H", "H", "H", "H", "H", "H", "H", "H", "H", "H", "H", "H", "H", "H", "H", "H", "H", "H", "H", "H", "H", "H", "H", "H", "H", "H", "H", "H", "H", "H", "H", "H", "H", "H", "H", "H", "H", "H", "H", "H", "H", "H", "H", "H", "H", "H", "H", "H", "H", "H", "H", "H", "H", "H", "H", "H", "H", "H"], "positions_angstrom": [[0.201, 0.234, -0.056], [-0.170, 2.200, -1.504], [-0.180, -2.220, 1.815], [0.724, -3.309, 2.594], [-0.693, -1.354, 2.888], [-3.023, 0.740, 2.238], [-1.335, -3.106, 1.099], [3.908, 1.379, 1.352], [0.596, -1.641, 0.644], [2.247, 0.741, -0.142], [0.412, 1.028, 1.574], [-0.802, 4.715, -1.580], [-1.732, 0.513, 0.314], [-2.909, -4.845, 0.823], [-0.365, 3.704, -0.756], [3.411, 3.377, -1.033], [-2.783, 0.470, -0.608], [2.946, 4.469, -2.005], [0.648, 1.946, 4.137], [3.636, 2.050, -1.732], [1.634, 1.282, 2.067], [-3.613, -2.648, 1.782], [3.121, -1.708, -1.291], [2.734, 1.123, 1.052], [1.805, -5.296, 3.219], [-3.889, 1.361, -0.560], [1.632, -4.288, 2.085], [1.089, -4.971, 0.830], [4.692, 3.825, -0.319], [-1.959, 0.783, 1.624], [-0.737, 6.351, 0.106], [4.731, 0.880, -3.551], [-5.084, 2.661, 1.265], [-3.801, -0.580, -2.546], [-0.687, 1.166, 2.328], [-0.956, 6.000, -1.186], [-1.605, -2.678, -2.083], [-4.963, 1.156, -1.416], [-0.313, 5.356, 1.011], [-0.607, 1.649, 3.619], [-0.948, -0.686, -3.479], [-2.500, -3.685, 1.731], [-3.976, 3.850, -0.661], [3.124, 0.823, -1.249], [1.787, 1.751, 3.357], [-2.704, -0.421, -1.709], [4.330, -2.642, -1.178], [4.433, 2.047, -2.871], [-4.956, 0.160, -2.376], [1.997, -2.368, -2.092], [-2.207, -4.216, 3.135], [4.271, -0.323, -3.048], [-3.919, 2.633, 0.272], [-1.427, -1.161, -2.100], [3.507, -0.369, -1.889], [-0.119, 4.069, 0.579], [2.968, -3.616, 1.778], [-0.769, 0.390, -3.474], [-2.428, -2.971, -2.737], [5.509, 3.924, -1.039], [-2.070, -5.526, 0.673], [-1.453, -5.004, 3.100], [1.841, -5.638, 0.404], [-0.866, 7.376, 0.422], [1.729, -3.335, -1.657], [2.586, 5.338, -1.447], [-1.837, -3.408, 3.765], [2.634, 3.237, -0.282], [0.194, -5.549, 1.065], [-5.825, 1.810, -1.344], [0.823, -4.212, 0.094], [-0.020, -1.190, -3.759], [2.301, -2.524, -3.131], [-3.125, -4.616, 3.569], [5.341, 0.905, -4.447], [1.114, -1.730, -2.073], [4.543, 4.792, 0.172], [-3.786, 4.768, -0.095], [0.255, 3.332, 1.265], [-3.737, -5.394, 1.274], [2.204, -4.791, 4.099], [-0.129, 5.601, 2.048], [-1.818, -3.012, -1.072], [-0.697, -3.177, -2.429], [-3.216, 3.760, -1.439], [-3.751, -1.292, -3.361], [-0.923, 4.459, -2.550], [-4.532, -3.104, 2.160], [-1.697, -0.903, -4.241], [-3.333, -1.824, 2.433], [-4.948, 3.947, -1.149], [2.741, -1.508, -0.290], [3.331, -3.090, 2.663], [-3.226, -4.473, -0.153], [3.767, 4.801, -2.645], [0.841, -5.731, 3.485], [2.826, -2.887, 0.983], [2.782, 1.956, 3.727], [4.659, -2.986, -2.161], [-6.043, 2.626, 0.743], [-1.517, 1.738, 4.195], [-0.636, -0.924, -1.379], [-3.806, -2.246, 0.784], [2.141, 4.094, -2.638], [-5.814, -0.003, -3.017], [3.709, -4.358, 1.474], [-5.052, 3.575, 1.865], [4.973, 3.087, 0.429], [4.844, 2.983, -3.233], [-1.255, 6.701, -1.951], [-5.010, 1.804, 1.929], [0.740, 2.312, 5.152], [-2.989, 2.717, 0.833], [5.164, -2.130, -0.695], [4.525, -1.247, -3.555], [4.074, -3.522, -0.585], [2.491, -6.091, 2.922]], "lowdin_spin": [2.539, 0.009, 0.005, 0.000, 0.003, 0.029, 0.001, 0.028, 0.038, 0.013, 0.001, 0.010, 0.015, 0.000, 0.016, 0.000, 0.006, 0.000, 0.063, 0.001, 0.060, 0.000, 0.001, 0.018, 0.000, 0.001, 0.000, 0.000, 0.000, 0.021, 0.005, 0.002, 0.000, 0.000, 0.063, 0.003, 0.001, 0.000, 0.006, -0.007, 0.004, 0.000, 0.000, 0.006, -0.006, 0.003, 0.000, 0.000, 0.002, 0.006, 0.000, 0.000, 0.001, 0.006, 0.003, 0.003, 0.000, 0.001, 0.000, 0.000, 0.000, 0.000, 0.000, 0.000, 0.000, 0.000, 0.000, 0.000, 0.000, 0.000, 0.000, 0.000, 0.000, 0.000, 0.000, 0.004, 0.000, 0.000, 0.000, 0.000, 0.000, 0.000, 0.000, 0.000, 0.000, 0.000, 0.000, 0.000, 0.000, 0.000, 0.000, 0.001, 0.000, 0.000, 0.000, 0.000, 0.000, -0.001, 0.000, 0.000, -0.001, 0.010, 0.000, 0.000, 0.000, 0.000, 0.000, 0.000, 0.000, 0.000, 0.000, 0.005, 0.001, 0.000, 0.000, 0.000, 0.000]}

(2)
{"formula": "C6H13OP", "method": "ωB97M-V/def2-TZVPD", "homo_energy_ev": -9.39, "homo_lumo_gap_ev": 10.29, "e_above_lowest_kj_mol": 66.1, "symbols": ["P", "O", "C", "C", "C", "C", "C", "C", "H", "H", "H", "H", "H", "H", "H", "H", "H", "H", "H", "H", "H"], "positions_angstrom": [[1.243, 0.094, -0.131], [2.627, 0.211, -0.501], [-0.978, 0.027, -0.988], [-0.456, -2.392, -0.193], [-0.057, 1.222, -0.888], [0.994, -0.084, 1.909], [-0.377, 2.372, 0.058], [0.038, -1.196, -0.959], [0.425, 1.441, -1.783], [-1.442, 2.663, -0.095], [0.221, -3.144, -0.170], [1.063, -1.173, 2.160], [0.015, 3.337, -0.252], [-1.704, -0.113, -1.924], [0.356, -1.363, -1.910], [-0.596, -2.246, 0.790], [1.763, 0.580, 2.345], [-0.212, 2.278, 1.061], [-1.324, -2.702, -0.705], [-1.694, 0.081, -0.200], [0.093, 0.106, 2.376]], "nbo_charge": [1.850, -1.077, -0.421, -0.604, -0.544, -0.942, -0.621, -0.485, 0.237, 0.210, 0.213, 0.233, 0.227, 0.214, 0.217, 0.204, 0.240, 0.212, 0.207, 0.213, 0.218]}

(3)
{"formula": "C5H7NO", "method": "ωB97M-V/def2-TZVPD", "homo_energy_ev": -9.27, "homo_lumo_gap_ev": 9.48, "smiles": "[H]/N=C/C=C\\C(C)=O", "e_above_lowest_kj_mol": 164.3, "symbols": ["O", "N", "C", "C", "C", "C", "C", "H", "H", "H", "H", "H", "H", "H"], "positions_angstrom": [[1.464, -1.268, -1.242], [-1.135, 0.114, -1.190], [1.467, 0.917, -0.218], [0.259, -0.960, 0.840], [-1.757, -0.017, -0.089], [-1.018, -0.623, 1.040], [1.029, -0.527, -0.390], [2.400, 0.876, 0.357], [-1.512, -0.766, 1.999], [0.742, 1.487, 0.367], [-1.663, 0.510, -1.960], [1.648, 1.401, -1.177], [-2.799, 0.286, 0.056], [0.874, -1.429, 1.607]], "nbo_charge": [-0.552, -0.604, -0.710, -0.198, 0.103, -0.281, 0.583, 0.229, 0.218, 0.219, 0.360, 0.237, 0.168, 0.229]}

(4)
{"formula": "C23H45ClF3IN3O9P2", "method": "ωB97M-V/def2-TZVPD", "homo_energy_ev": -11.21, "homo_lumo_gap_ev": 7.68, "charge": 1, "smiles": "CCCCCCC[C@]1(CNC)O[C@](I)(CCC)[C@@](CCC(=O)O)(COO)[N@@+](CCC(F)(F)F)(P(O)Cl)[C@@]1(N)P(=O)(O)O", "symbols": ["I", "Cl", "P", "P", "F", "F", "F", "O", "O", "O", "O", "O", "O", "O", "O", "O", "N", "N", "N", "C", "C", "C", "C", "C", "C", "C", "C", "C", "C", "C", "C", "C", "C", "C", "C", "C", "C", "C", "C", "C", "C", "C", "H", "H", "H", "H", "H", "H", "H", "H", "H", "H", "H", "H", "H", "H", "H", "H", "H", "H", "H", "H", "H", "H", "H", "H", "H", "H", "H", "H", "H", "H", "H", "H", "H", "H", "H", "H", "H", "H", "H", "H", "H", "H", "H", "H", "H"], "positions_angstrom": [[0.644, -3.391, -1.416], [-3.805, -1.935, 3.142], [-3.069, -0.201, 2.385], [0.247, -1.603, 2.570], [-2.896, 4.336, -0.081], [-4.087, 2.755, -0.937], [-2.047, 3.049, -1.588], [-4.370, 0.185, 1.509], [-1.660, -4.170, 0.127], [-5.526, -1.721, -2.535], [0.205, -0.632, -0.958], [1.489, -0.965, 3.335], [0.577, -2.891, 1.982], [-0.881, -1.738, 3.703], [-4.718, -3.565, -3.542], [-1.758, -5.196, 1.120], [-0.391, 0.965, 2.239], [-1.856, -0.445, 0.877], [2.881, -0.259, -0.620], [-2.368, 2.174, 0.600], [0.620, 0.022, 0.246], [2.033, -0.526, 0.534], [-2.259, 0.759, 0.020], [-1.592, -2.420, -3.620], [-2.853, 3.078, -0.519], [6.007, 2.247, 2.065], [3.460, 4.301, 0.304], [-4.712, -2.801, -2.616], [2.926, 2.950, -0.222], [4.918, 4.212, 0.752], [-3.349, -1.669, -0.776], [1.742, 2.415, 0.597], [-0.749, -1.654, -1.177], [-2.095, -3.000, 0.779], [5.084, 3.482, 2.104], [-3.877, -2.985, -1.376], [0.774, 1.499, -0.178], [-1.948, -1.724, -0.088], [-1.189, -1.334, -2.612], [-0.572, -2.590, -4.760], [-0.395, -0.244, 1.409], [4.275, -0.622, -0.365], [3.738, 2.229, -0.226], [-4.032, -1.434, 0.034], [-1.610, -2.957, 1.743], [0.447, -2.435, -4.415], [4.464, -1.692, -0.486], [-0.911, -1.039, 4.367], [-1.447, 2.623, 0.939], [2.132, 1.980, 1.522], [2.854, 4.668, 1.134], [-0.808, -1.944, -5.602], [3.396, 5.054, -0.483], [-1.622, 0.779, -0.857], [-1.801, -3.393, -3.192], [-0.166, 2.008, -0.282], [-2.584, -5.647, 0.886], [2.533, -0.810, -1.394], [-3.150, -3.756, -1.594], [-3.483, -0.869, -1.485], [-5.643, -1.353, -3.423], [1.285, -0.247, 3.945], [5.484, 4.187, 2.829], [5.313, 5.224, 0.853], [-3.248, 0.560, -0.357], [1.179, 3.297, 0.916], [6.382, 2.057, 1.061], [-2.514, -2.101, -4.103], [2.495, -0.060, 1.400], [-1.910, -0.515, -2.591], [-4.582, -3.425, -0.664], [2.557, 3.105, -1.236], [5.509, 3.714, -0.016], [-4.856, 0.876, 1.988], [-3.145, -3.138, 1.020], [0.546, 1.343, 2.290], [6.871, 2.371, 2.715], [1.146, 1.429, -1.198], [1.991, -1.603, 0.715], [-0.619, -3.615, -5.128], [4.566, -0.319, 0.639], [5.496, 1.347, 2.406], [-0.306, -0.859, -3.041], [4.102, 3.168, 2.462], [-0.719, 0.825, 3.186], [4.924, -0.097, -1.065], [-3.113, 2.316, 1.378]], "lowdin_charge": [1.175, 0.443, 0.735, 0.491, 0.164, 0.154, 0.161, -0.329, -0.283, 0.108, -0.195, -0.076, -0.229, -0.174, 0.137, 0.026, 0.067, -0.117, -0.082, -0.076, -0.354, -0.202, -0.150, -0.282, -0.635, -0.101, -0.204, -0.524, -0.173, -0.215, -0.127, -0.183, -0.557, -0.260, -0.236, -0.061, -0.100, -0.194, -0.207, -0.108, -0.334, -0.092, 0.095, 0.096, 0.059, 0.043, 0.085, 0.082, 0.105, 0.094, 0.105, 0.077, 0.108, 0.125, 0.073, 0.072, 0.117, 0.083, 0.117, 0.100, 0.137, 0.096, 0.100, 0.106, 0.097, 0.111, 0.063, 0.101, 0.106, 0.111, 0.145, 0.116, 0.103, 0.096, 0.067, 0.078, 0.067, 0.130, 0.079, 0.079, 0.070, 0.053, 0.120, 0.086, 0.056, 0.082, 0.111]}